P:
This record from the Open Molecules 2025 dataset describes a 2-piece molecular cluster, C4H13N2O2 overall. The level of theory is wB97M-V/def2-TZVPD.

Atoms and positions in Å:
1 N 0.79 1.29 -0.15
2 C 1.57 0.39 -0.95
3 C 1.86 -0.95 -0.26
4 N 0.62 -1.62 0.14
5 C -0.53 -1.63 -0.56
6 C -1.75 -1.39 0.24
7 O -2.08 0.01 0.16
8 H -0.11 0.99 0.18
9 H -2.49 0.29 -0.67
10 H 0.67 2.22 -0.52
11 H 1.01 0.08 -1.87
12 H 2.51 0.85 -1.25
13 H 2.64 -0.95 0.50
14 H 2.28 -1.55 -1.08
15 H 0.64 -2.16 1.00
16 H -0.63 -2.31 -1.40
17 H -1.60 -1.64 1.30
18 H -2.63 -1.89 -0.17
19 H -0.83 4.05 2.12
20 H -1.07 2.54 1.83
21 O -0.90 3.39 1.42

Net charge: +1
Kohn-Sham gap in eV: 5.787

=====

Q:
This record from the Open Molecules 2025 dataset describes a 2-piece molecular cluster, C4H13N2O2 overall. The level of theory is wB97M-V/def2-TZVPD.

Atoms and positions in Å:
1 N 1.19 -1.94 0.57
2 C 0.21 -0.83 0.62
3 C 0.89 0.35 -0.06
4 N 0.18 1.43 -0.40
5 C -1.13 1.77 0.19
6 C -1.29 3.26 0.24
7 O 2.06 0.19 -0.38
8 H 1.78 -1.86 -0.27
9 H 0.62 -2.79 0.54
10 H 1.84 -1.85 1.35
11 H -0.70 -1.15 0.11
12 H -0.05 -0.67 1.67
13 H 0.74 2.18 -0.77
14 H -1.94 1.34 -0.42
15 H -1.18 1.28 1.15
16 H -2.32 3.55 0.46
17 H -0.96 3.72 -0.69
18 H -0.68 3.68 1.06
19 H 0.81 -4.41 -1.57
20 H -0.33 -3.57 -2.09
21 O 0.26 -3.66 -1.32

Net charge: +1
Kohn-Sham gap in eV: 10.575

=====

Which of them is the most stable, and which is the least stable? Q and P, in that order.

=====

P:
This record from the Open Molecules 2025 dataset describes a 2-piece molecular cluster, C4H13N2O2 overall. The level of theory is wB97M-V/def2-TZVPD.

Atoms and positions in Å:
1 C 0.16 2.16 0.30
2 O 1.42 2.76 0.68
3 C 0.44 1.65 -1.11
4 N -0.69 0.79 -1.52
5 H -0.61 2.93 0.25
6 H -0.23 1.33 0.96
7 H 1.40 2.96 1.64
8 H 0.59 2.45 -1.85
9 H 1.33 1.01 -1.07
10 H -1.55 1.37 -1.46
11 H -0.86 -0.10 -1.03
12 H -0.50 0.67 -2.52
13 C 1.00 -1.65 0.07
14 C -0.45 -1.97 0.38
15 N -0.58 -2.83 1.40
16 O -1.43 -1.29 -0.10
17 H 1.69 -2.41 0.46
18 H 1.24 -0.70 0.59
19 H 1.12 -1.52 -1.00
20 H 0.08 -3.59 1.59
21 H -1.54 -2.96 1.73

Net charge: +1
Kohn-Sham gap in eV: 11.475

=====

Q:
This record from the Open Molecules 2025 dataset describes a 4-piece molecular cluster, C4H13N2O2 overall. The level of theory is wB97M-V/def2-TZVPD.

Atoms and positions in Å:
1 O -0.80 -0.42 0.39
2 C -1.00 -0.76 -0.83
3 N -2.36 -0.70 -1.26
4 C -0.06 -1.17 -1.76
5 N 1.32 -1.31 -1.42
6 C 2.05 1.48 2.14
7 C 0.82 1.93 1.87
8 H -2.64 -1.35 -1.99
9 H -3.03 -0.67 -0.51
10 H -4.96 11.78 -5.77
11 H -0.36 -1.41 -2.80
12 H 1.90 -0.62 -1.90
13 H 1.65 -2.28 -1.57
14 H 2.27 0.39 2.18
15 H 2.86 2.20 2.36
16 H -0.03 1.24 1.70
17 H 0.63 3.05 1.82
18 H -4.56 11.35 -5.47
19 H 0.33 -1.13 1.28
20 H 0.69 -2.25 2.32
21 O 1.02 -1.46 1.93

Net charge: +1
Kohn-Sham gap in eV: 3.297

=====

Which of them is the most stable, and which is the least stable? P and Q, in that order.

=====

P:
This record from the Open Molecules 2025 dataset describes a 2-piece molecular cluster, CH3N2O2S overall. The level of theory is wB97M-V/def2-TZVPD.

Atoms and positions in Å:
1 C 3.32 -0.46 -0.13
2 N 0.36 -0.79 1.01
3 N 0.90 0.47 0.79
4 O 3.67 -0.23 0.96
5 O 3.26 -0.78 -1.25
6 S 0.54 1.52 -0.42
7 H 0.49 -1.38 0.31
8 H -0.68 -0.65 1.10
9 H 0.05 2.62 0.29

Net charge: -1
Kohn-Sham gap in eV: 5.774

=====

Q:
This record from the Open Molecules 2025 dataset describes a 2-piece molecular cluster, CH3N2O2S overall. The level of theory is wB97M-V/def2-TZVPD.

Atoms and positions in Å:
1 C 1.66 0.14 -0.26
2 N -1.19 0.70 0.60
3 N -0.37 -0.54 0.76
4 O 2.44 -0.76 -0.18
5 O 1.33 1.18 -0.70
6 S -1.04 -1.75 -0.12
7 H -1.01 1.34 -0.13
8 H -0.83 1.07 1.46
9 H -0.99 -1.38 -1.44

Net charge: -1
Kohn-Sham gap in eV: 6.415

=====

Which of them is the most stable, and which is the least stable? Q and P, in that order.

=====

P:
This record from the Open Molecules 2025 dataset describes a single C2H7O2PS molecule. The level of theory is wB97M-V/def2-TZVPD.

Atoms and positions in Å:
1 C 1.49 1.54 0.40
2 P 1.32 -0.23 0.67
3 S -0.64 -0.14 -0.40
4 C -1.55 -1.66 -0.07
5 O -1.29 0.97 0.29
6 O -0.34 0.01 -1.85
7 H 2.56 1.89 0.70
8 H 0.79 2.01 1.21
9 H 1.19 1.83 -0.64
10 H 1.77 -0.73 -0.55
11 H -1.24 -2.51 -0.54
12 H -1.50 -1.66 1.08
13 H -2.55 -1.31 -0.30

SMILES: CPS(C)(=O)=O
Kohn-Sham gap in eV: 10.259

=====

Q:
This record from the Open Molecules 2025 dataset describes a single C2H7O2PS molecule. The level of theory is wB97M-V/def2-TZVPD.

Atoms and positions in Å:
1 C -1.96 1.19 -0.19
2 P -1.35 -0.54 -0.19
3 S 0.86 0.07 0.16
4 C 1.89 -1.33 -0.29
5 O 1.17 1.12 -0.79
6 O 0.92 0.48 1.57
7 H -1.19 1.85 0.37
8 H -2.92 1.23 0.39
9 H -2.17 1.71 -1.22
10 H -1.32 -1.03 1.06
11 H 1.26 -1.66 -1.11
12 H 2.95 -1.09 -0.27
13 H 1.85 -1.99 0.50

SMILES: CPS(C)(=O)=O
Kohn-Sham gap in eV: 9.710

=====

Which of them is the most stable, and which is the least stable? P and Q, in that order.

=====

P:
This record from the Open Molecules 2025 dataset describes a 2-piece molecular cluster, CH4FNS overall. The level of theory is wB97M-V/def2-TZVPD.

Atoms and positions in Å:
1 C 0.31 -0.10 0.37
2 N -0.24 0.67 -1.42
3 F 1.60 0.85 -3.12
4 S 0.68 1.77 -2.04
5 H -0.53 -0.72 0.59
6 H 1.22 -0.59 0.09
7 H 0.41 0.79 0.96
8 H -1.24 0.75 -1.38

Kohn-Sham gap in eV: 8.842

=====

Q:
This record from the Open Molecules 2025 dataset describes a 2-piece molecular cluster, CH4FNS overall. The level of theory is wB97M-V/def2-TZVPD.

Atoms and positions in Å:
1 C -0.85 0.06 -0.38
2 N 0.24 -0.54 0.35
3 F 2.36 1.03 0.04
4 S 1.73 -0.58 -0.08
5 H -1.00 -0.51 -1.30
6 H -1.77 0.05 0.20
7 H -0.62 1.10 -0.65
8 H -0.07 -0.61 1.83

Kohn-Sham gap in eV: 8.772

=====

Which of them is the most stable, and which is the least stable? P and Q, in that order.

=====

P:
This record from the Open Molecules 2025 dataset describes a single CH3NO3S molecule. The level of theory is wB97M-V/def2-TZVPD.

Atoms and positions in Å:
1 C 0.97 -0.03 0.67
2 N -1.45 0.11 -0.42
3 O -0.91 -0.94 -0.60
4 O -2.55 0.32 -0.80
5 O 1.58 0.09 -0.51
6 S -0.65 1.23 0.59
7 H 1.59 0.35 1.39
8 H 0.40 -0.95 0.88
9 H 1.02 -0.17 -1.18

2S+1: 3
Kohn-Sham gap (alpha / beta) in eV: 5.941 / 5.911

=====

Q:
This record from the Open Molecules 2025 dataset describes a single CH3NO3S molecule. The level of theory is wB97M-V/def2-TZVPD.

Atoms and positions in Å:
1 C -0.35 0.38 0.30
2 N 1.02 0.06 -0.01
3 O 1.47 0.36 -1.09
4 O 1.69 -0.53 0.77
5 O -1.23 0.37 -1.20
6 S -1.21 -0.71 1.38
7 H -0.59 1.38 0.55
8 H -0.52 0.27 -1.79
9 H -0.27 -1.58 1.09

2S+1: 3
Kohn-Sham gap (alpha / beta) in eV: 9.180 / 6.024

=====

Which of them is the most stable, and which is the least stable? Q and P, in that order.